i:
Computed, not measured: a single C5H10O3 molecule, with ωB97M-V/def2-TZVPD.

Values from the calculation:
* frontier orbital gap: 10.82 eV
* E_HOMO: -0.372 Ha
* total charge: 0
* SMILES string: CC[C@H](C)OC(=O)O
* LUMO energy: 0.7 eV

```
18
C5H10O3 ωB97M-V/def2-TZVPD
C -1.699 -0.274 1.142
C -0.944 0.635 0.268
C 0.853 0.395 0.307
C 1.447 1.408 -0.651
O 1.558 -0.864 0.217
C 0.556 -1.549 -0.345
O -0.078 -2.412 0.262
O 0.394 -1.383 -1.687
H -1.636 -0.013 2.194
H -1.204 -1.327 0.999
H -2.723 -0.427 0.807
H -1.155 0.510 -0.791
H -0.963 1.675 0.589
H 1.037 0.688 1.345
H 1.063 2.402 -0.438
H 2.530 1.440 -0.539
H 1.205 1.140 -1.679
H -0.240 -2.043 -2.000
```

---

ii:
Computed, not measured: a single C5H10O3 molecule, with ωB97M-V/def2-TZVPD.

Values from the calculation:
* frontier orbital gap: 9.16 eV
* E_HOMO: -0.306 Ha
* total charge: 0
* SMILES string: C/C=C(/O)[C@H](C)OO
* LUMO energy: 0.8 eV

```
18
C5H10O3 ωB97M-V/def2-TZVPD
C -1.350 -1.591 0.276
C -0.399 -1.212 -0.808
C 0.653 -0.357 -0.786
O 1.367 -0.253 -1.979
C 0.837 0.748 0.173
C 1.079 0.416 1.628
O -0.659 1.401 0.046
O -0.861 2.391 -0.992
H -1.437 -2.680 0.323
H -1.057 -1.251 1.268
H -2.349 -1.204 0.054
H -0.538 -1.766 -1.734
H 1.550 0.685 -2.153
H 1.556 1.486 -0.188
H 1.407 1.314 2.161
H 0.162 0.089 2.124
H 1.831 -0.369 1.757
H -1.790 2.153 -1.170
```

---

Q: Which of them is the most stable? A: i.

---

i:
Computed, not measured: 2 unconnected molecules or ions with the total composition CH3BrO3, with ωB97M-V/def2-TZVPD.

Values from the calculation:
* frontier orbital gap (alpha / beta): 10.52 / 7.29 eV
* E_HOMO (alpha / beta): -0.369 / -0.281 Ha
* total charge: 0
* LUMO energy (alpha / beta): 0.5 / -0.4 eV

```
8
CH3BrO3 ωB97M-V/def2-TZVPD
C 0.787 -0.500 0.032
O 0.856 -1.682 -0.558
O 0.003 1.696 -0.159
O -1.220 2.113 -0.419
Br 2.404 0.365 0.004
H -1.316 2.536 0.424
H 0.080 -0.633 0.947
H 1.393 -1.787 -1.376
```

---

ii:
Computed, not measured: 2 unconnected molecules or ions with the total composition CH3BrO3, with ωB97M-V/def2-TZVPD.

Values from the calculation:
* frontier orbital gap: 8.57 eV
* E_HOMO: -0.311 Ha
* total charge: 0
* LUMO energy: 0.1 eV

```
8
CH3BrO3 ωB97M-V/def2-TZVPD
C 1.128 1.232 0.280
O 0.350 0.489 -0.219
O -0.433 -1.402 0.610
O -1.363 -1.714 -0.440
Br 0.575 2.793 1.310
H -1.944 -0.903 -0.476
H 2.269 1.319 0.110
H -0.582 -1.815 -1.176
```

---

Q: Which of them is the most stable? A: ii.

---

i:
Computed, not measured: 2 unconnected molecules or ions with the total composition C4H11PS, with ωB97M-V/def2-TZVPD.

Values from the calculation:
* frontier orbital gap: 8.08 eV
* E_HOMO: -0.309 Ha
* total charge: 0
* LUMO energy: -0.3 eV

```
17
C4H11PS ωB97M-V/def2-TZVPD
C 0.674 -1.080 -1.139
C -1.511 -0.132 1.474
C 0.891 0.898 1.915
C 0.876 -0.309 -2.544
P 0.252 -0.769 1.483
S -0.136 1.100 -2.907
H -0.108 -1.850 -1.391
H 1.612 -1.555 -1.042
H -1.844 -0.171 0.406
H -2.036 -0.717 2.164
H -1.453 0.969 1.673
H 0.361 1.178 2.812
H 1.999 0.770 2.168
H 0.767 1.463 1.001
H 0.943 -0.882 -3.444
H 1.979 0.060 -2.516
H 0.578 1.673 -1.888
```

---

ii:
Computed, not measured: a single C4H11PS molecule, with ωB97M-V/def2-TZVPD.

Values from the calculation:
* frontier orbital gap: 8.54 eV
* E_HOMO: -0.300 Ha
* total charge: 0
* SMILES string: CC(C)(C)[PH2]=S
* LUMO energy: 0.4 eV

```
17
C4H11PS ωB97M-V/def2-TZVPD
C -1.461 -0.799 -0.005
C -0.095 0.047 0.087
C 0.727 -0.409 1.226
C -0.346 1.665 0.163
P 0.802 -0.482 -1.413
S 2.848 0.567 -1.724
H -2.019 -0.337 0.847
H -1.943 -0.663 -0.981
H -1.293 -1.851 0.236
H 1.589 0.405 1.288
H 1.255 -1.262 0.859
H 0.297 -0.461 2.303
H 0.653 2.120 0.098
H -1.067 1.892 -0.709
H -0.902 1.845 1.092
H -0.153 -0.515 -2.324
H 1.110 -1.763 -1.044
```

---

Q: Which of them is the most stable? A: ii.